C76H186N14O14 | ωB97M-V/def2-TZVPD

The geometry in XYZ format:
```
290
Properties=species:S:1:pos:R:3:forces:R:3
C 13.00530 14.12634 16.35566 -0.899 -0.317 -0.392
C 12.05674 12.84395 16.25476 -0.415 2.010 0.724
C 10.63206 13.43903 16.47027 0.735 0.170 -0.158
C 9.54100 12.45050 16.17797 -0.254 -0.087 -0.669
C 9.71383 11.89686 14.75178 -0.727 1.107 0.197
C 11.07754 11.31300 14.49112 0.186 0.186 -0.579
N 12.10491 12.28326 14.92250 0.425 0.667 -0.718
O 13.38108 11.68016 14.76995 -0.578 -1.584 1.232
C 11.21807 9.92564 15.06841 0.956 -0.902 0.965
C 11.28924 11.11392 12.97473 -0.900 0.172 0.302
C 12.47084 11.89049 17.31992 0.755 -0.406 2.184
H 12.69065 14.79171 15.54023 0.522 -0.197 -0.135
H 14.06382 13.86814 16.29904 -0.039 0.028 -0.155
H 12.85366 14.75872 17.26110 -0.129 -0.918 -0.264
H 10.54456 13.79200 17.49338 0.175 0.012 0.286
H 10.57989 14.34138 15.84500 -0.256 -0.258 -0.090
H 8.53967 12.89407 16.38824 0.614 -0.461 -0.358
H 9.69826 11.61034 16.83668 -0.287 -0.339 0.539
H 9.49619 12.66213 14.00962 0.203 0.496 -0.022
H 8.96678 11.15842 14.52984 -0.342 -0.725 0.083
H 12.31821 9.78332 15.11880 -0.667 -0.483 0.037
H 10.81242 9.73782 16.08386 0.075 0.348 -0.575
H 10.78813 9.17919 14.38240 0.110 0.243 0.288
H 11.54346 12.06616 12.48338 0.071 -0.461 0.115
H 12.03316 10.32811 12.86721 0.210 0.268 -0.511
H 10.32410 10.74576 12.57688 0.515 0.081 -0.071
H 13.46048 11.47733 17.14517 0.038 -0.151 -0.425
H 11.82848 11.05542 17.61166 -0.267 0.152 -0.495
H 12.63012 12.45009 18.25749 -0.297 0.019 -0.171
H 13.90908 12.17304 14.18084 0.486 1.428 -1.275
C 20.30449 9.84598 15.03076 -0.866 -0.990 -0.642
C 19.63639 11.23658 15.00249 -0.863 -0.979 0.334
C 18.14522 11.12120 15.47776 0.487 -0.667 0.127
C 17.46926 12.44380 15.74879 0.537 0.880 -1.447
C 18.25722 13.19326 16.81500 -0.502 -0.771 0.162
C 19.72345 13.37257 16.38309 0.380 0.817 1.246
N 20.28888 12.05578 16.00166 1.170 1.383 0.156
O 21.67384 12.33956 15.57397 -1.094 -0.319 0.078
C 19.83225 14.54435 15.33684 -0.170 -0.826 -0.049
C 20.50836 13.89593 17.65204 -0.619 -0.101 -0.765
C 19.70773 11.70640 13.53884 -0.864 1.020 0.200
H 20.36678 9.22480 15.92121 -0.310 0.796 0.832
H 21.30704 9.85527 14.65189 0.563 0.332 -0.442
H 19.72392 9.17812 14.37531 0.155 0.301 -0.214
H 17.63269 10.62217 14.67247 -0.326 -0.454 -0.293
H 18.08567 10.47415 16.37419 0.149 0.236 -0.346
H 16.38729 12.35899 15.88615 0.152 -0.196 0.581
H 17.52648 13.02862 14.78758 0.028 -0.291 0.762
H 18.13485 12.69086 17.80015 0.491 -0.018 -0.575
H 17.81773 14.16161 16.97202 -0.037 0.680 -0.006
H 18.84984 14.85300 14.97218 0.148 -0.074 -0.051
H 20.31309 15.41844 15.76016 -0.064 0.125 0.322
H 20.45864 14.27146 14.49467 -0.036 -0.177 -0.202
H 20.69382 13.17330 18.45705 -0.029 -0.069 -0.490
H 21.40529 14.39817 17.32002 0.596 -0.286 0.071
H 19.91186 14.70328 18.06266 -0.310 0.141 0.257
H 19.03125 12.53256 13.29539 0.078 0.225 0.473
H 19.42136 10.98947 12.78793 0.086 -0.895 0.113
H 20.69161 12.04722 13.32946 0.971 0.221 -0.280
H 22.17403 11.90356 16.26599 0.174 -0.076 0.112
C 17.27876 12.65844 25.90010 1.029 0.318 0.292
C 18.47330 13.29330 25.17059 1.999 0.201 -0.962
C 19.79124 12.51539 25.55010 -1.295 -1.030 1.594
C 21.01100 12.79145 24.75501 0.981 0.743 -1.241
C 20.75051 12.58679 23.24560 -0.362 0.951 -0.162
C 19.54831 13.42418 22.76660 -0.724 -0.019 -0.014
N 18.37772 13.15664 23.69041 -0.847 -0.499 -0.825
O 17.27134 13.96866 23.22193 0.377 0.336 0.537
C 19.85819 14.92560 22.73946 0.313 0.001 -0.557
C 19.13630 12.99014 21.31728 0.301 -0.311 0.267
C 18.67464 14.76976 25.65187 -1.666 -0.467 0.506
H 17.70007 12.61684 26.91817 -0.808 -0.168 0.012
H 17.02237 11.64826 25.58232 0.272 0.009 -0.209
H 16.37816 13.26696 25.87856 0.051 0.198 0.009
H 19.95374 12.72418 26.62269 0.130 0.252 -0.300
H 19.66082 11.42358 25.58162 -0.560 0.091 -0.408
H 21.88243 12.16816 25.07517 -0.693 0.601 -0.065
H 21.24323 13.86682 24.89053 0.431 -0.564 -0.026
H 20.56399 11.56610 22.94415 -0.048 -0.532 0.343
H 21.57544 12.93730 22.61387 0.201 -0.121 0.334
H 20.26960 15.26867 23.67961 -0.239 0.194 0.122
H 20.62352 15.17196 21.99979 0.013 -0.235 -0.201
H 18.96075 15.48006 22.45077 0.113 0.031 0.340
H 18.23498 13.47599 21.01181 -0.511 0.833 -0.121
H 19.88987 13.19721 20.54283 0.052 0.222 0.557
H 18.87285 11.94206 21.17047 0.288 -0.335 0.637
H 18.39961 14.86959 26.72450 0.242 -0.195 -0.524
H 17.96782 15.39695 25.10962 0.036 0.149 -0.041
H 19.65363 15.18494 25.52109 0.525 -0.062 -0.053
H 16.60981 13.39566 22.81372 0.214 -0.397 0.032
C 16.77248 18.39403 21.23743 1.186 -0.508 0.138
C 17.14252 18.66303 19.74695 -0.451 -0.361 0.247
C 18.59485 18.31238 19.36343 0.138 0.348 -0.143
C 18.82035 18.20456 17.82875 -1.562 1.156 0.461
C 17.84837 17.22543 17.20127 -0.151 -0.363 0.571
C 16.37479 17.52050 17.53718 0.365 1.116 0.238
N 16.32141 17.67324 19.00075 -1.267 -0.704 0.720
O 14.92150 17.82914 19.38982 0.408 -0.607 -0.087
C 15.82475 18.82057 16.89632 -0.734 -0.293 -0.874
C 15.49890 16.32378 17.10511 0.435 0.415 0.664
C 16.92425 20.17220 19.48303 -1.257 -0.439 0.867
H 15.76611 18.70686 21.49506 -0.197 0.150 -0.323
H 17.45774 18.98453 21.86274 -0.040 -0.305 -0.022
H 16.82591 17.30171 21.52188 0.243 1.069 -0.447
H 19.24970 19.10099 19.75490 -0.031 -0.199 0.137
H 18.84085 17.37869 19.85683 0.247 -0.326 0.032
H 19.81674 17.92985 17.57732 0.981 -0.289 0.065
H 18.66272 19.20287 17.35254 0.107 -0.548 0.367
H 18.10302 16.21057 17.56813 -0.234 0.345 -0.127
H 17.97907 17.23033 16.13324 -0.009 -0.066 -0.630
H 15.94277 18.79721 15.79382 -0.129 -0.065 0.604
H 14.74483 18.83870 17.12521 0.387 0.089 -0.120
H 16.18729 19.79788 17.23434 0.338 -0.707 -0.039
H 14.45453 16.53951 17.35621 0.201 -0.232 -0.185
H 15.61420 16.16238 16.03710 -0.094 0.012 -0.192
H 15.83468 15.40359 17.61426 -0.191 0.396 -0.130
H 17.39243 20.43275 18.55912 -0.051 0.509 -0.675
H 17.37288 20.79775 20.26216 0.198 -0.426 0.119
H 15.83031 20.39057 19.54338 0.693 -0.122 -0.558
H 14.71381 16.97378 19.86123 0.371 0.939 -0.256
C 17.00216 23.67955 17.43365 0.121 -0.364 0.647
C 15.50086 23.60191 17.39792 -0.738 1.215 0.322
C 15.04367 22.71705 16.29389 0.617 -1.669 0.478
O 13.66309 22.57167 16.34630 -0.837 -0.048 -0.517
C 13.15042 21.81668 15.26414 -0.061 1.707 -0.679
N 14.93343 23.15947 18.70419 0.486 -0.239 -1.122
H 17.46424 23.95068 16.49370 -0.125 -0.048 -0.389
H 17.37635 22.68833 17.73822 0.200 0.353 -0.052
H 17.29861 24.43658 18.15122 0.186 -0.033 0.296
H 15.08216 24.58648 17.24807 -0.069 0.572 -0.288
H 15.49889 21.72536 16.53671 -0.034 0.338 -0.707
H 15.35970 23.04965 15.31024 0.271 0.114 -0.269
H 13.28311 22.33390 14.28475 0.253 0.080 0.479
H 12.08535 21.83508 15.41045 -0.477 -0.712 0.148
H 13.60394 20.85400 15.11702 0.096 -0.700 0.445
H 14.02401 22.76544 18.44369 0.020 0.102 0.378
H 15.49981 22.33828 18.86174 -0.023 -0.541 0.764
C 19.63479 18.65377 23.99449 -0.315 -0.129 0.015
C 19.74100 20.15354 24.17807 0.173 -0.212 -0.727
C 20.98334 20.63342 23.46774 -1.324 -1.539 -1.435
O 21.01172 21.98073 23.55264 0.504 2.748 0.355
C 22.22398 22.57880 23.10306 0.014 -1.711 1.406
N 18.63334 20.73307 23.41064 0.135 1.188 0.006
H 20.45161 18.02230 24.35954 -0.039 0.335 0.200
H 19.51896 18.47683 22.91664 0.105 -0.036 0.211
H 18.70196 18.37386 24.46082 -0.232 -0.606 0.213
H 19.79870 20.54707 25.20221 -0.166 -0.504 0.144
H 20.80016 20.36206 22.39924 0.483 -0.223 0.293
H 21.84818 20.10525 23.82970 0.802 -0.029 0.377
H 23.00169 22.15709 23.78056 0.039 0.635 -0.401
H 22.14113 23.65017 23.23206 0.041 0.074 -0.350
H 22.45936 22.19643 22.11383 0.027 0.510 -0.498
H 18.84392 21.73973 23.37067 -0.534 -0.340 -0.167
H 17.70964 20.62941 23.82107 0.239 -0.168 0.277
C 14.34454 21.56077 24.05901 0.117 0.063 1.731
C 13.67258 20.85814 22.95020 -0.264 -0.335 -0.904
C 12.20311 21.24060 22.93540 -0.349 -1.807 -1.102
O 11.61987 21.15906 24.20923 -0.935 0.423 -0.278
C 10.24424 21.50537 24.11418 -0.185 0.666 1.412
N 14.18986 21.23464 21.64081 0.185 -1.083 -0.443
H 14.33019 22.63578 23.98409 -0.213 0.501 -0.464
H 15.38517 21.30114 24.23018 0.141 -0.417 -0.033
H 13.73764 21.33049 24.93167 0.425 -0.014 0.572
H 13.76347 19.74921 23.05280 -0.050 0.689 0.042
H 11.67735 20.51993 22.24506 0.341 0.496 0.449
H 12.10593 22.20405 22.44820 -0.128 0.714 0.252
H 9.80872 21.53745 25.12397 0.398 -0.295 -0.086
H 9.63008 20.81032 23.55204 0.184 -0.258 -0.497
H 10.09059 22.53640 23.76491 0.250 -0.210 -0.442
H 14.21628 22.24436 21.56798 0.219 0.246 0.120
H 15.14314 20.87232 21.58397 -0.244 0.313 -0.221
C 10.26722 18.91195 19.67816 -0.590 -0.523 0.592
C 11.01534 19.94812 18.82877 -0.256 -0.402 0.044
C 10.53351 21.31612 19.22029 0.200 -1.239 0.626
O 9.16641 21.35800 18.95234 -0.467 0.765 -0.966
C 8.78073 22.68315 19.14872 -1.115 0.959 0.694
N 12.48134 19.89210 18.92524 -0.492 -1.136 0.479
H 9.19055 18.81453 19.51434 -0.032 0.619 -0.607
H 10.27657 19.17843 20.74753 0.627 -0.348 -0.137
H 10.58202 17.87569 19.48564 0.562 0.314 0.326
H 10.69171 19.72994 17.80613 0.313 0.313 -0.262
H 11.11102 22.13091 18.80272 0.068 0.207 -0.678
H 10.63867 21.40418 20.29874 0.347 0.135 0.556
H 8.85427 22.90118 20.24455 -0.243 0.196 -0.653
H 7.75436 22.91361 18.77516 0.638 -0.631 0.411
H 9.44665 23.36999 18.62267 0.118 0.092 -0.040
H 12.78286 20.30617 19.82110 0.044 -0.184 -0.349
H 12.67332 18.87759 19.02657 0.523 0.916 -0.138
C 11.26228 20.52945 12.31479 0.138 -0.661 0.878
C 10.43247 19.31600 12.74034 -0.120 0.978 0.879
C 10.81711 18.79708 14.12431 0.280 -1.344 -0.683
O 12.17154 18.31493 14.06898 0.120 1.085 1.997
C 12.77651 18.23680 15.40656 -0.128 -0.816 -1.144
N 9.00037 19.68594 12.77017 0.629 -0.195 -0.582
H 12.26191 20.14898 12.17602 0.495 0.144 -0.388
H 11.35682 21.32794 13.06975 -0.463 -0.279 -0.172
H 10.83138 20.89863 11.40660 0.028 0.429 -0.553
H 10.65155 18.51941 12.01312 -0.538 0.162 0.115
H 10.15916 17.93902 14.36160 0.104 0.069 -0.045
H 10.58680 19.52670 14.90315 0.603 0.386 0.064
H 12.31455 17.41956 15.96500 -0.101 -0.057 0.073
H 12.76369 19.12987 16.02208 -0.551 0.463 -0.234
H 13.83174 18.00358 15.28146 -0.110 -0.160 -0.309
H 8.51410 18.88492 13.10577 -0.749 -0.819 0.039
H 8.83754 20.36305 13.50132 0.214 0.460 0.064
C 15.90014 25.49782 23.33179 0.417 -0.250 0.664
C 15.91528 24.74498 21.98352 0.442 0.513 0.538
C 16.83175 23.50316 22.14250 -0.921 -0.658 0.447
O 18.22589 23.74741 22.16155 -0.145 0.187 -0.521
C 18.88753 23.36656 20.94503 -0.254 1.223 0.781
N 14.57242 24.30713 21.57312 0.786 -0.814 -0.863
H 15.41210 26.45359 23.31633 -0.431 0.575 -0.405
H 16.92641 25.71727 23.65418 -0.037 -0.135 -0.278
H 15.45386 24.97745 24.21829 0.144 -0.199 -1.078
H 16.38807 25.38432 21.18834 -0.274 -0.242 0.704
H 16.54568 22.83666 21.31373 0.314 -0.137 0.190
H 16.57315 22.99450 23.11782 0.168 0.431 -1.003
H 18.52593 23.93874 20.08879 -0.279 -0.040 -0.067
H 18.74647 22.31512 20.78400 0.240 -0.621 -0.184
H 19.92564 23.66085 21.07956 0.145 -0.395 0.036
H 13.83731 24.95725 21.74635 -0.204 0.716 0.344
H 14.57522 24.11212 20.55259 0.062 0.082 0.681
C 16.68525 20.22289 27.17145 -0.243 -0.160 -0.330
C 15.46747 19.26946 27.15093 -0.064 0.597 0.975
C 16.00509 17.89384 26.84749 -0.108 -1.204 -0.014
O 16.64053 17.86992 25.58046 -0.539 -0.519 -0.638
C 15.78904 17.24802 24.61164 0.733 1.056 -0.977
N 14.78229 19.37779 28.45186 0.000 -0.199 0.274
H 17.37443 19.99585 28.00793 -0.214 -0.306 -0.505
H 16.39013 21.24452 27.34582 -0.345 0.408 -0.104
H 17.19501 20.16009 26.19344 0.044 0.017 0.612
H 14.72978 19.56475 26.40219 0.238 0.079 -0.233
H 15.22120 17.08822 26.86444 0.442 0.743 0.231
H 16.78077 17.61985 27.58279 -0.273 0.120 0.006
H 16.35418 17.12129 23.66172 -0.240 0.237 0.707
H 14.89652 17.87287 24.39518 0.309 -0.352 0.188
H 15.51172 16.26832 24.94206 -0.380 -0.682 0.249
H 13.86198 18.92313 28.57870 1.065 0.158 -0.478
H 15.42842 19.08382 29.18276 -0.426 0.006 0.002
C 15.62339 13.07524 19.25154 0.097 0.984 -0.060
C 14.72090 14.13683 19.89144 -0.106 -1.799 0.719
C 13.95285 13.35053 20.96661 -1.300 -0.622 -0.972
O 14.88250 12.81487 21.89667 -0.614 0.890 -0.173
C 14.34032 12.12104 23.00927 -0.484 -0.276 -1.096
N 15.33438 15.23772 20.56010 1.370 1.351 0.574
H 16.12324 13.56000 18.43050 0.669 -0.037 -0.258
H 14.97266 12.33751 18.79777 0.112 -0.520 0.115
H 16.32263 12.67806 19.99446 -0.113 -0.147 -0.435
H 14.04577 14.45072 19.08866 -0.202 0.299 0.413
H 13.49715 12.46985 20.41945 -0.025 0.833 0.708
H 13.14286 13.97355 21.42820 0.718 -0.494 0.006
H 13.76952 12.74281 23.69746 0.285 0.384 0.136
H 15.26863 11.75404 23.38832 0.047 -0.769 1.234
H 13.63714 11.30828 22.70898 0.666 0.272 -0.040
H 16.04443 15.78234 20.03785 -0.375 -0.629 -0.145
H 15.82445 14.95628 21.42491 -0.549 0.024 -0.591
C 16.83777 20.76493 12.60108 -1.120 -0.161 -0.324
C 17.38606 20.10888 13.87245 0.542 0.597 -1.050
C 18.64050 19.37243 13.43991 -0.808 -1.663 -0.995
O 19.30760 18.93044 14.57718 -0.253 0.108 1.154
C 20.43370 18.10805 14.42124 -0.188 0.004 -1.001
N 17.68430 21.01705 14.97685 -0.291 -0.321 0.181
H 15.84259 21.18192 12.75976 -0.051 0.078 0.194
H 16.69141 20.02091 11.80401 0.030 -0.212 0.383
H 17.39884 21.52942 12.08056 0.715 0.386 0.495
H 16.61418 19.38745 14.16189 0.326 0.064 0.227
H 19.23290 19.95649 12.72455 0.434 0.355 0.438
H 18.28539 18.50202 12.83584 0.380 0.195 0.302
H 20.78286 17.76952 15.40756 -0.049 0.398 -0.369
H 21.15895 18.71631 13.86767 0.552 -0.407 0.262
H 20.17590 17.22572 13.81253 0.105 0.084 0.173
H 18.10884 21.85533 14.62218 0.146 0.427 -0.232
H 18.40985 20.55596 15.53113 -0.300 0.190 -0.022
C 15.53647 16.94614 12.83976 -0.099 -0.457 -0.016
C 15.93636 15.65667 12.07540 0.071 0.589 0.297
C 17.24423 15.09374 12.63786 0.984 0.102 -1.900
O 18.35805 15.98274 12.44982 -0.561 -0.177 0.906
C 18.88312 16.05187 11.16699 0.150 0.402 -0.861
N 14.94817 14.61004 12.14379 -1.197 -0.418 0.500
H 16.33020 17.66555 12.59809 -0.468 0.099 0.271
H 15.44361 16.83940 13.94381 0.458 -0.303 -0.643
H 14.54273 17.31815 12.54856 0.368 0.027 -0.317
H 16.05327 15.91096 11.01175 0.461 0.379 0.179
H 17.49769 14.11176 12.15220 -0.300 0.595 0.284
H 17.19708 14.93746 13.68695 -0.380 -0.104 0.947
H 19.83336 16.61059 11.21641 -0.158 -0.562 0.096
H 18.26813 16.64977 10.47270 -0.170 -0.239 0.130
H 19.00610 15.04467 10.73610 0.236 0.240 0.033
H 14.00563 14.98618 12.00720 0.417 -0.151 0.119
H 15.09781 13.93673 11.40385 0.018 -0.087 -0.001
```
Positions in Å, forces in eV/Å.

- E: -4826.8342 hartree
- Energy above the lowest of the compared OMol25 structures with the same formula, charge and spin: 0.0 kJ/mol
- Orbital gap: 8.7 eV
- HOMO level: -8.275 eV
- Maximum force: 2.82 eV Å⁻¹